Molecular formula: C20H23N3O6
Method: DFT, ωB97M-V with the def2-TZVPD basis set

**Orbital gap**: 9.0 eV
**Charge**: 0
**Energy relative to the best compared isomer or geometry (same formula, charge and spin)**: 119.10 kcal/mol
**LUMO level**: 0.0231 Ha
**Max |F|**: 1.3 eV/Å
**SMILES**: COc1cc(-c2noc(CCCC(=O)NCc3ccco3)n2)cc(OC)c1OC

Each line ends with the Mulliken charge.
Element x y z (Å)
C 1.74 3.26 4.25  -0.9856
H 1.79 3.62 5.28  0.2355
H 1.25 4.01 3.63  0.3666
O 1.00 2.06 4.31  -0.4067
C 0.78 1.37 3.15  0.9242
C 1.23 1.81 1.92  -0.7875
C 0.92 1.08 0.77  -0.2750
C 0.17 -0.08 0.87  -0.6626
C -0.27 -0.54 2.10  0.2134
C 0.03 0.18 3.27  0.8572
O -0.45 -0.27 4.47  -0.5332
C 0.39 -0.24 5.60  -0.7862
H 0.37 0.73 6.10  0.2418
H 1.43 -0.48 5.34  0.3309
H 0.00 -1.00 6.28  0.3060
O -0.99 -1.70 2.02  -0.3319
C -1.43 -2.40 3.16  -0.8770
H -2.11 -1.81 3.76  0.3176
H -1.95 -3.27 2.76  0.2739
H -0.59 -2.74 3.77  0.3233
H -0.08 -0.65 -0.01  0.5563
C 1.37 1.54 -0.52  -0.0997
N 2.20 2.54 -0.72  -0.5288
O 2.34 2.62 -2.07  -0.2059
C 1.59 1.66 -2.61  0.4632
N 0.97 0.97 -1.70  -0.2921
C 1.51 1.49 -4.07  -0.8541
H 0.45 1.45 -4.36  0.3312
H 1.98 2.35 -4.55  0.3614
C 2.20 0.20 -4.56  -0.7585
H 2.08 0.15 -5.64  0.3611
H 3.27 0.27 -4.33  0.4063
C 1.64 -1.08 -3.93  -0.5544
C 0.16 -1.27 -4.24  0.5074
O -0.24 -1.85 -5.23  -0.6965
N -0.65 -0.74 -3.31  0.2672
H -0.24 -0.22 -2.54  0.2939
C -2.09 -0.81 -3.38  -0.9292
C -2.65 -1.23 -2.06  0.4370
C -3.00 -2.45 -1.55  -0.7180
C -3.43 -2.22 -0.22  -0.3327
C -3.31 -0.88 -0.02  -0.5228
O -2.84 -0.27 -1.12  -0.3206
H -3.51 -0.26 0.83  0.5081
H -3.78 -2.95 0.48  0.5271
H -2.95 -3.38 -2.06  0.5226
H -2.34 -1.54 -4.15  0.4962
H -2.51 0.17 -3.65  0.2689
H 2.18 -1.93 -4.36  0.3843
H 1.80 -1.08 -2.85  0.2856
H 1.81 2.71 1.81  0.7021
H 2.76 3.08 3.88  0.3883